# 1
Entry from the Open Molecules 2025 dataset: a cluster of 8 separate species, C41H93NO32P7 in total (ωB97M-V/def2-TZVPD).

spin multiplicity: 2
E_HOMO (spin up / spin down): -0.304 / -0.346 hartree
molar mass: 1329.0 g/mol
HOMO-LUMO gap (spin up / spin down): 8.586 / 9.706 eV
LUMO level (spin up / spin down): 0.3141 / 0.2841 eV
<S²>: 0.7539

Geometry (Å):
P (-7.358, 5.135, 4.254)
P (5.235, -10.657, -0.723)
P (-4.994, -0.975, 6.647)
P (-6.603, 8.117, -3.173)
P (5.720, 4.676, -3.082)
P (9.252, -4.030, -5.150)
P (5.223, -4.959, 1.512)
O (6.580, -4.468, 0.867)
O (-6.598, 9.512, -2.442)
O (4.420, 4.284, -2.532)
O (8.109, -4.795, -4.362)
O (-1.842, -0.426, -0.087)
O (-5.948, 4.436, 4.262)
O (4.446, -3.620, 1.814)
O (-4.960, -1.044, 5.069)
O (8.479, -2.821, -5.822)
O (6.117, 3.977, -4.447)
O (-4.973, 0.587, 6.923)
O (-7.389, 5.829, 5.679)
O (-3.957, -1.743, 7.336)
O (-6.486, -1.379, 6.982)
O (5.665, -5.420, 2.958)
O (-6.719, 6.943, -2.303)
O (-8.501, 4.271, 3.953)
O (10.045, -4.856, -6.062)
O (-5.295, 8.176, -4.062)
O (-2.513, 3.142, -0.001)
O (4.490, -5.958, 0.726)
O (6.968, 4.389, -2.153)
O (-2.264, -0.910, -2.233)
O (6.057, -9.613, -1.341)
O (4.003, -10.168, 0.118)
O (10.051, -3.332, -3.984)
O (5.884, 6.204, -3.434)
O (-7.769, 8.298, -4.227)
O (4.589, -11.697, -1.732)
O (5.998, -11.591, 0.310)
O (-7.143, 6.352, 3.264)
O (2.179, -0.534, 0.430)
N (1.005, -0.058, 0.253)
C (0.918, 0.825, -0.943)
C (0.372, 0.427, 1.504)
C (7.131, -5.166, -0.263)
C (-6.522, -1.932, 0.186)
C (-2.628, -0.856, -1.102)
C (-7.875, 6.412, 2.031)
C (6.289, 2.554, -4.429)
C (-3.426, 4.063, -0.573)
C (7.070, -12.389, -0.200)
C (-1.517, 0.976, -0.122)
C (-5.235, 1.013, 8.266)
C (-7.414, 9.670, -1.270)
C (-6.759, -2.586, 7.711)
C (8.769, -2.449, -7.177)
C (1.318, 1.208, 2.405)
C (-7.915, 7.282, -5.227)
C (-0.022, -0.847, 2.299)
C (4.787, -6.280, 3.697)
C (-5.398, 3.441, 0.912)
C (-5.029, -1.287, -1.599)
C (-5.490, -1.896, 1.129)
C (1.354, -0.051, -2.144)
C (-8.456, 6.750, 5.934)
C (-4.209, 7.271, -3.811)
C (-4.215, -1.563, 0.693)
C (-3.993, -1.252, -0.663)
C (4.142, -8.940, 0.871)
C (1.904, 1.984, -0.879)
C (11.157, -4.043, -3.402)
C (-4.888, 3.676, -0.513)
C (-6.302, -1.640, -1.164)
C (-2.786, 1.797, -0.300)
C (6.773, 4.016, -0.780)
C (4.740, 6.910, -3.940)
C (-0.511, 1.329, -1.201)
C (4.608, -11.433, -3.141)
C (7.045, -5.356, -5.141)
C (4.085, -2.805, 0.678)
C (-3.677, -1.093, 4.420)
C (-5.863, 3.083, 4.742)
C (-0.887, 1.266, 1.226)
H (-8.531, 6.873, 7.011)
H (-1.633, 1.050, 1.984)
H (7.980, -2.826, -7.826)
H (3.720, -3.427, -0.141)
H (0.891, 0.296, -3.058)
H (-3.282, 7.830, -3.904)
H (3.436, -8.986, 1.697)
H (-7.637, 10.729, -1.173)
H (-0.629, 2.316, 1.269)
H (6.719, -6.169, -0.363)
H (-0.483, 2.417, -1.186)
H (7.516, 4.543, -0.184)
H (-2.942, -0.493, 4.955)
H (-7.181, 7.435, -6.018)
H (-4.760, 3.911, 1.651)
H (-3.157, 1.667, -1.318)
H (-3.314, 4.976, 0.007)
H (1.810, 2.528, -1.815)
H (5.388, -12.034, -3.606)
H (6.331, -4.575, -5.405)
H (-0.808, -0.638, 3.013)
H (-4.229, 6.476, -4.556)
H (-8.344, 9.110, -1.353)
H (9.727, -2.846, -7.503)
H (7.680, -12.696, 0.645)
H (-7.793, 6.288, -4.794)
H (1.546, 2.204, 2.041)
H (1.078, -1.085, -1.973)
H (-4.274, 6.837, -2.815)
H (3.304, -2.118, 0.980)
H (7.685, -11.817, -0.897)
H (-7.195, 6.754, 1.255)
H (-6.376, 3.894, 1.010)
H (2.919, 1.614, -0.833)
H (5.776, 4.277, -0.432)
H (8.208, -5.237, -0.124)
H (7.432, -5.826, -6.047)
H (-3.519, 1.420, 0.417)
H (4.957, -2.240, 0.348)
H (-7.623, -3.061, 7.253)
H (10.965, -5.114, -3.361)
H (-0.368, -1.596, 1.596)
H (-3.336, -2.125, 4.362)
H (4.140, 7.275, -3.110)
H (-8.691, 7.126, 2.137)
H (12.056, -3.859, -3.986)
H (3.640, -11.721, -3.546)
H (6.923, 2.943, -0.678)
H (-3.144, 4.320, -1.598)
H (-5.430, 4.528, -0.921)
H (6.669, -13.272, -0.698)
H (-0.876, 1.047, -2.179)
H (4.980, -7.318, 3.431)
H (-5.668, -2.095, 2.172)
H (-9.402, 6.366, 5.550)
H (-5.912, -3.267, 7.686)
H (4.790, -10.381, -3.347)
H (-7.512, -2.192, 0.529)
H (-3.383, -1.511, 1.372)
H (5.508, 2.075, -3.837)
H (1.679, 2.693, -0.088)
H (5.153, -8.831, 1.261)
H (-5.515, 2.381, 1.113)
H (-8.231, 7.712, 5.473)
H (-6.309, 1.001, 8.452)
H (-3.808, -0.704, 3.413)
H (5.001, -6.131, 4.752)
H (3.741, -6.044, 3.504)
H (-4.861, 2.028, 8.367)
H (2.432, -0.022, -2.264)
H (-7.131, -1.692, -1.851)
H (-5.125, 2.842, -1.166)
H (0.799, 1.335, 3.354)
H (2.213, 0.642, 2.621)
H (6.923, -4.597, -1.168)
H (5.111, 7.750, -4.520)
H (-4.847, 2.921, 5.091)
H (7.268, 2.306, -4.020)
H (4.128, 6.273, -4.577)
H (11.291, -3.660, -2.394)
H (-4.829, -1.040, -2.628)
H (3.909, -8.093, 0.241)
H (-8.916, 7.371, -5.639)
H (-6.863, 9.331, -0.394)
H (-4.727, 0.369, 8.985)
H (6.553, -6.106, -4.529)
H (-8.278, 5.439, 1.759)
H (-6.990, -2.332, 8.744)
H (-6.082, 2.392, 3.931)
H (0.858, -1.250, 2.788)
H (8.789, -1.362, -7.227)
H (-6.556, 2.907, 5.563)
H (6.225, 2.204, -5.455)



# 2
Entry from the Open Molecules 2025 dataset: a structure of composition C39H57AsBBiCl5N6S3Si2 (ωB97M-V/def2-TZVPD).

spin multiplicity: 1
E_HOMO: -0.368 hartree
molar mass: 1234.3 g/mol
charge: +1
HOMO-LUMO gap: 6.256 eV
LUMO level: -3.7540 eV
ΔE to the lowest compared entry with this formula, charge and spin: 34.29 kJ/mol

Geometry (Å):
Bi (0.714, -2.013, -0.964)
As (-0.017, -0.334, -2.880)
Cl (-0.771, -7.210, -3.147)
Cl (2.077, -7.926, -4.158)
Cl (4.434, -5.987, -3.627)
Cl (-1.266, -4.591, -1.657)
Cl (3.986, -3.338, -2.209)
S (-1.794, -2.396, 0.582)
S (3.074, -0.848, -0.891)
S (1.919, -3.325, 1.352)
Si (-1.872, -1.209, -4.106)
Si (1.581, 0.088, -4.640)
N (0.396, -1.315, 2.250)
N (-0.866, 0.096, 0.591)
N (-0.444, -0.702, 3.106)
N (1.637, 0.509, 0.962)
N (-0.875, 1.389, 0.228)
N (1.422, 1.510, 1.838)
C (0.502, -3.230, 3.665)
C (3.230, 3.742, 4.001)
C (2.014, 4.781, 2.067)
C (-1.753, 4.277, 0.718)
C (2.374, 2.355, 2.095)
C (-1.966, -0.714, 0.503)
C (-3.241, -1.677, -2.909)
C (2.798, 0.341, 0.299)
C (0.993, -4.615, 3.932)
C (-1.999, 1.955, -0.095)
C (-1.924, 3.411, -0.537)
C (0.331, -4.928, -2.197)
C (-1.816, -0.524, 5.054)
C (1.809, -6.458, -3.322)
C (-1.225, 0.858, 5.365)
C (-2.463, 0.327, -5.028)
C (1.155, -0.617, -6.330)
C (-3.196, 3.837, -1.275)
C (-1.550, -2.669, -5.239)
C (-4.503, -0.863, 0.351)
C (-0.825, -1.298, 4.194)
C (2.859, -5.575, -3.091)
C (0.535, -6.133, -2.869)
C (-3.230, -0.081, 0.279)
C (-2.125, -1.252, 6.361)
C (3.378, -0.304, -4.280)
C (-3.108, -0.340, 4.244)
C (0.775, 3.385, 3.750)
C (3.662, 2.194, 1.519)
C (2.625, -4.364, -2.429)
C (1.358, -4.015, -1.968)
C (1.355, 1.960, -4.710)
C (0.902, -2.560, 2.460)
C (5.243, 0.968, 0.021)
C (2.091, 3.550, 2.989)
C (-0.717, 3.598, -1.466)
C (-3.226, 1.251, 0.000)
C (3.897, 1.200, 0.628)
C (-0.357, -2.599, 4.505)
B (0.470, -0.487, 0.961)
H (3.742, 0.269, -3.428)
H (-2.578, 4.120, 1.417)
H (-2.899, 0.207, 3.323)
H (-1.732, 5.333, 0.444)
H (3.460, 2.806, 4.515)
H (-0.289, 0.768, 5.921)
H (-1.679, 0.763, -5.652)
H (2.919, 4.889, 1.465)
H (3.980, -0.040, -5.153)
H (-2.622, -2.209, 6.186)
H (0.611, -4.982, 4.883)
H (-3.047, -2.626, -2.412)
H (-4.852, -0.912, 1.386)
H (-0.703, -3.100, 5.398)
H (-2.480, -2.964, -5.732)
H (-3.370, -0.910, -2.147)
H (-1.927, 1.438, 5.965)
H (-2.796, -0.636, 6.960)
H (-1.220, -1.425, 6.947)
H (1.898, 5.683, 2.669)
H (0.201, 3.276, -0.975)
H (1.994, 2.418, -5.467)
H (0.670, -5.283, 3.131)
H (1.163, 4.706, 1.391)
H (2.921, 4.469, 4.753)
H (-1.195, -3.525, -4.661)
H (-4.052, 3.912, -0.603)
H (-3.833, 0.227, 4.830)
H (0.177, -0.278, -6.675)
H (5.957, 1.709, 0.373)
H (-3.552, -1.305, 3.986)
H (-4.165, 1.761, -0.162)
H (5.601, -0.028, 0.287)
H (1.166, -1.708, -6.341)
H (-0.837, 3.005, -2.375)
H (3.541, -1.361, -4.066)
H (-3.444, 3.147, -2.085)
H (-4.352, -1.883, 0.008)
H (4.143, 4.122, 3.541)
H (0.910, 2.717, 4.602)
H (2.082, -4.644, 3.942)
H (-0.824, 4.027, 1.225)
H (0.316, 2.205, -4.947)
H (5.194, 1.008, -1.067)
H (-4.186, -1.773, -3.450)
H (1.587, 2.407, -3.740)
H (-3.320, 0.102, -5.667)
H (-0.001, 2.970, 3.109)
H (-2.768, 1.084, -4.301)
H (-0.819, -2.455, -6.015)
H (0.445, 4.354, 4.126)
H (4.464, 2.860, 1.805)
H (-5.279, -0.387, -0.246)
H (1.904, -0.276, -7.048)
H (-0.625, 4.650, -1.739)
H (-3.036, 4.823, -1.712)
H (-1.029, 1.390, 4.436)



# 3
Entry from the Open Molecules 2025 dataset: a structure of composition C43H31BrN3O5PTm (ωB97M-V/def2-TZVPD).

spin multiplicity: 3
E_HOMO (spin up / spin down): -0.395 / -0.394 hartree
molar mass: 949.5 g/mol
charge: +1
HOMO-LUMO gap (spin up / spin down): 7.624 / 7.620 eV
LUMO level (spin up / spin down): -3.1198 / -3.1150 eV
ΔE to the lowest compared entry with this formula, charge and spin: 0.00 kJ/mol
<S²>: 2.0026

Geometry (Å):
Tm (-1.490, -1.106, -0.481)
Br (1.904, -0.014, 6.131)
P (-1.338, 1.669, -0.435)
O (0.873, -0.658, 0.226)
O (-3.453, -1.157, -0.067)
O (-1.165, -0.765, 1.916)
O (-5.308, -2.413, -0.092)
O (-1.614, -1.284, -2.467)
N (4.679, -0.700, 1.239)
N (3.439, 0.561, -0.141)
N (-1.904, -3.347, -0.096)
C (0.312, -4.256, -0.084)
C (1.166, 2.869, -0.750)
C (-4.038, 2.057, -0.291)
C (-1.557, 2.438, -4.996)
C (-3.817, -4.796, -0.040)
C (3.545, -0.094, 1.082)
C (-1.648, 3.289, -2.747)
C (-3.219, -3.530, -0.086)
C (1.459, 3.492, 1.940)
C (2.475, 3.795, 1.045)
C (2.427, -0.185, 2.026)
C (6.702, -0.827, -0.250)
C (0.081, -0.539, 2.466)
C (2.664, -0.072, 3.394)
C (0.127, 2.591, 0.141)
C (-3.996, 4.442, 1.117)
C (-2.815, 2.618, 0.087)
C (7.201, -0.393, -1.461)
C (5.414, -0.425, 0.097)
C (-1.193, 0.951, -3.149)
C (-2.799, 3.817, 0.791)
C (1.153, -5.331, -0.027)
C (-0.814, -0.301, -2.442)
C (0.314, -0.408, 3.822)
C (2.331, 3.475, -0.298)
C (0.296, 2.882, 1.494)
C (-5.206, 3.880, 0.745)
C (1.609, -0.185, 4.273)
C (-1.614, -5.755, 0.007)
C (-3.019, -5.902, 0.014)
C (-1.309, 1.161, -4.518)
C (6.444, 0.418, -2.317)
C (1.142, -0.444, 1.570)
C (-1.712, 3.501, -4.116)
C (0.630, -6.638, 0.054)
C (-1.088, -4.443, -0.061)
C (5.162, 0.820, -1.993)
C (4.663, 0.381, -0.775)
C (-1.365, 2.020, -2.255)
C (-4.111, -2.280, -0.097)
C (-2.289, -0.441, 2.760)
C (-5.226, 2.687, 0.033)
C (-0.719, -6.847, 0.067)
H (3.674, 0.105, 3.735)
H (-0.480, 2.622, 2.205)
H (-6.135, 4.370, 1.005)
H (3.126, 3.709, -0.996)
H (1.049, 2.623, -1.798)
H (2.224, -5.185, -0.041)
H (-1.896, 4.498, -4.497)
H (0.697, -3.244, -0.151)
H (-2.411, -1.190, 3.541)
H (-1.806, 4.103, -2.050)
H (-3.167, -0.434, 2.122)
H (-4.896, -4.847, -0.039)
H (3.378, 4.280, 1.393)
H (-2.151, 0.546, 3.202)
H (-1.633, 2.602, -6.063)
H (-6.168, 2.246, -0.267)
H (1.574, 3.735, 2.989)
H (2.834, 1.355, -0.312)
H (1.720, -0.601, -0.248)
H (-4.061, 1.124, -0.838)
H (-1.123, -7.850, 0.123)
H (6.876, 0.732, -3.258)
H (-3.982, 5.378, 1.660)
H (-1.861, 4.275, 1.074)
H (1.311, -7.477, 0.106)
H (-3.449, -6.895, 0.064)
H (4.585, 1.446, -2.662)
H (8.202, -0.678, -1.756)
H (-0.488, -0.495, 4.540)
H (-1.206, 0.328, -5.202)
H (7.275, -1.458, 0.416)



# 4
Entry from the Open Molecules 2025 dataset: a cluster of 2 separate species, C4H4O2S in total (ωB97M-V/def2-TZVPD).

spin multiplicity: 1
E_HOMO (spin up / spin down): -0.347 / -0.347 hartree
molar mass: 116.1 g/mol
HOMO-LUMO gap (spin up / spin down): 8.610 / 8.605 eV
LUMO level (spin up / spin down): -0.8267 / -0.8301 eV
ΔE to the lowest compared entry with this formula, charge and spin: 665.39 kJ/mol

Geometry (Å):
S (-0.082, 0.205, 0.939)
O (0.336, 1.391, 1.705)
O (-1.343, -0.444, 1.247)
C (-0.394, 0.595, -1.557)
C (2.253, -1.509, 1.503)
C (-1.685, 0.691, -1.631)
C (1.276, -0.933, 1.165)
H (3.232, -2.004, 1.729)
H (0.550, 0.392, -1.908)
H (-2.127, 0.792, -0.601)
H (-2.015, 0.825, -2.592)



# 5
Entry from the Open Molecules 2025 dataset: a cluster of 2 separate species, CHF2P in total (ωB97M-V/def2-TZVPD).

spin multiplicity: 1
E_HOMO: -0.396 hartree
molar mass: 82.0 g/mol
HOMO-LUMO gap: 10.534 eV
LUMO level: -0.2472 eV
ΔE to the lowest compared entry with this formula, charge and spin: 91.70 kJ/mol
SMILES: FC#P.F

Geometry (Å):
P (-2.173, 0.634, -0.231)
F (-2.334, -2.153, 0.206)
F (0.501, 0.400, -0.677)
C (-2.102, -0.909, -0.059)
H (-0.372, 0.119, -0.539)



# 6
Entry from the Open Molecules 2025 dataset: a structure of composition H4O18S4Zn (ωB97M-V/def2-TZVPD).

spin multiplicity: 1
E_HOMO: 0.261 hartree
molar mass: 485.7 g/mol
charge: -6
HOMO-LUMO gap: 2.287 eV
LUMO level: 9.3943 eV
ΔE to the lowest compared entry with this formula, charge and spin: 0.00 kJ/mol

Geometry (Å):
Zn (-0.251, 0.317, -0.153)
S (-0.928, -4.383, -1.815)
S (2.273, 0.387, 4.483)
S (3.870, 0.222, -3.440)
S (-3.994, 0.418, 3.169)
O (3.776, 1.518, -4.123)
O (5.147, 0.106, -2.726)
O (-3.589, -0.821, 3.850)
O (-3.157, 0.674, 2.013)
O (-2.044, -4.096, -2.627)
O (-5.426, 0.527, 2.776)
O (-3.614, 1.390, 4.195)
O (3.325, -0.642, 4.725)
O (1.819, 0.388, 3.079)
O (0.217, -4.613, -2.663)
O (2.777, 0.115, -2.485)
O (-0.612, -3.293, -0.899)
O (3.684, -0.820, -4.435)
O (0.142, 3.902, -0.501)
O (-1.235, -5.577, -0.995)
O (1.181, 0.213, 5.464)
O (2.897, 1.684, 4.738)
O (-2.175, 1.041, -3.173)
H (0.992, 4.325, -0.377)
H (-2.746, 0.586, -3.791)
H (-0.470, 4.627, -0.634)
H (-1.858, 1.804, -3.656)



# 7
Entry from the Open Molecules 2025 dataset: a structure of composition C6H6O (ωB97M-V/def2-TZVPD).

spin multiplicity: 1
E_HOMO: -0.323 hartree
molar mass: 94.1 g/mol
HOMO-LUMO gap: 9.820 eV
LUMO level: 1.0286 eV
ΔE to the lowest compared entry with this formula, charge and spin: 497.26 kJ/mol

Geometry (Å):
O (-1.007, 1.524, -0.833)
C (-0.394, 0.336, -1.393)
C (-0.007, -2.656, 0.822)
C (-0.653, 1.090, 0.463)
C (0.898, 0.876, 0.572)
C (-0.014, -1.514, 0.449)
C (0.019, -0.159, -0.006)
H (-0.592, 1.696, 1.339)
H (-1.114, -0.310, -1.897)
H (1.258, 0.645, 1.580)
H (-0.014, -3.671, 1.143)
H (1.494, 1.550, -0.023)
H (0.434, 0.586, -2.066)



# 8
Entry from the Open Molecules 2025 dataset: the molecule C6H15N (ωB97M-V/def2-TZVPD).

spin multiplicity: 1
E_HOMO: -0.343 hartree
molar mass: 101.2 g/mol
HOMO-LUMO gap: 10.408 eV
LUMO level: 1.0761 eV
ΔE to the lowest compared entry with this formula, charge and spin: 84.10 kJ/mol
SMILES: CC(C)C[C@H](C)N

Geometry (Å):
N (-2.540, 0.458, 0.746)
C (-0.409, 0.099, -0.408)
C (1.182, 0.042, -0.572)
C (-0.517, -0.290, 2.025)
C (1.653, -1.413, -0.737)
C (-1.061, 0.570, 0.894)
C (1.587, 0.803, -1.843)
H (0.897, 0.691, -2.673)
H (-2.808, -0.527, 0.704)
H (-0.741, -0.936, -0.545)
H (-0.749, 0.564, -1.341)
H (-0.397, -1.299, 1.640)
H (-0.854, 1.637, 1.010)
H (-2.705, 0.683, -0.231)
H (1.248, -1.725, -1.706)
H (1.527, 0.464, 0.374)
H (1.794, 1.859, -1.658)
H (1.366, -2.204, -0.042)
H (2.589, 0.433, -2.093)
H (-1.158, -0.302, 2.904)
H (0.488, 0.071, 2.248)
H (2.742, -1.373, -0.744)



no.,maximum force (hartree/bohr)
1,0.039
2,0.014
3,0.098
4,0.084
5,0.030
6,0.098
7,0.048
8,0.049